1.
DFT (ωB97M-V with the def2-TZVPD basis set) results for a 7-piece molecular cluster, H15NO6 overall.

Atoms and positions in Å:
N 3.12893 -2.78370 1.32366
H 2.79028 -3.45527 2.01961
H 4.02364 -2.52552 1.73315
H 3.43360 -3.37547 0.54528
H -0.98203 5.32049 1.29935
H 0.05946 4.24496 1.66730
O -0.87753 4.38698 1.50766
H 1.42393 -4.22417 -1.90208
H 2.54681 -3.20924 -1.90455
O 1.90487 -3.62750 -2.48599
H -1.44726 2.87427 -0.43801
H -1.69485 1.93489 -1.60463
O -1.94107 2.80007 -1.26144
H 1.35609 0.54466 0.74424
H 2.31614 -0.12369 1.80551
O 1.66904 0.57101 1.64880
H -4.23902 0.00160 -2.20583
H -4.91801 -0.76718 -3.34030
O -4.06603 -0.62546 -2.91393
H -0.73253 0.68374 1.35299
H -2.19668 0.83363 1.53157
O -1.55778 0.52087 0.87764

Forces on atoms 1 to 3 (eV/Å):
0.562 -0.673 0.269
-0.275 0.214 -0.292
0.070 0.366 -0.006

Values from the calculation:
* energy above the lowest of the compared OMol25 structures with the same formula, charge and spin: 33.3 kcal/mol
* LUMO: 0.352 eV
* structure (SMILES): N.O.O.O.O.O.O
* F_max: 0.018 hartree/bohr

2.
DFT (ωB97M-V with the def2-TZVPD basis set) results for a 8-piece molecular cluster, H15NO6 overall in a non-equilibrium geometry.

Atoms and positions in Å:
N 0.19901 -1.33007 -2.28114
H 1.07884 -1.19893 -1.78487
H -1.01345 -2.52800 2.61303
H 0.01933 -0.41008 -2.66611
H 3.26152 0.35186 -1.00280
H 0.52477 1.45248 0.36262
O 2.31462 0.36172 -1.13908
H 0.04947 0.26379 1.86106
H -1.12603 1.30068 1.95996
O -0.91590 0.38036 2.07250
H -1.64685 0.07570 -0.58707
H -2.39146 1.79186 -1.65061
O -1.55891 1.37692 -1.30657
H -0.35949 2.21952 -0.65866
H -0.58260 -1.46766 -1.64350
O 0.44427 2.28044 -0.10988
H -0.94927 -3.18183 3.01233
H -1.02043 -0.55671 0.75016
O -1.62394 -0.73509 -0.00202
H 1.97713 -0.74206 1.33912
H 1.87487 0.26455 -0.22899
O 1.44453 0.03055 1.09051

Forces on atoms 1 to 3 (eV/Å):
-0.043 0.197 -0.240
-0.457 -0.297 0.104
0.054 -0.769 0.489

Values from the calculation:
* energy above the lowest of the compared OMol25 structures with the same formula, charge and spin: 257.8 kcal/mol
* LUMO: -6.687 eV
* F_max: 0.024 hartree/bohr

no.,E_tot (Ha),HOMO-LUMO gap (eV)
1,-515.16637,11.036
2,-514.80872,2.769